80
Properties=species:S:1:pos:R:3 method="wB97M-V/def2-TZVPD" e_homo_ev=-9.166 largest_force_ev_per_a=0.9 total_energy_ha=-2143.98407 total_charge=0 orbital_gap_ev=8.1 lumo_energy_ha=-0.0402
C 3.0908 0.2519 2.6839
C 3.4361 -0.1464 1.6091
C 3.8500 -0.5419 0.2667
C 2.7211 -0.7157 -0.7224
C 2.7013 -1.7607 -1.5460
C 1.6437 -1.9762 -2.5436
O 1.7099 -2.9182 -3.3090
C 0.4957 -1.0388 -2.5188
C -0.5576 -1.3065 -3.3633
C -1.6881 -0.4992 -3.3779
B -2.8720 -0.8470 -4.3764
O -3.0252 -0.1376 -5.5516
O -3.7959 -1.7961 -4.0344
C -3.3556 -3.1130 -3.6776
C -1.7338 0.6016 -2.5209
C -2.9732 1.4607 -2.5710
C -4.1866 0.7577 -1.9489
O -3.7517 -0.0728 -0.8910
C -4.7557 -0.3132 0.0729
C -4.3098 -1.4517 0.9749
C -0.6710 0.8846 -1.6556
C -0.7969 2.0683 -0.7283
C -0.4461 3.3745 -1.3832
C -0.4412 4.6058 -0.5067
N -0.1955 3.4091 -2.6268
C 0.4687 0.0676 -1.6614
C 1.6545 0.3345 -0.7957
O 1.8287 1.3593 -0.1706
H 2.7615 0.4590 3.6740
H 4.3528 -1.5063 0.3474
H 4.5823 0.1548 -0.1443
H 3.4807 -2.5125 -1.5074
H -0.4738 -2.1677 -4.0133
H -2.4991 -0.4620 -6.2873
H -4.1711 -3.7961 -3.8845
H -3.0820 -3.1471 -2.6228
H -2.4803 -3.4077 -4.2561
H -3.2005 1.6732 -3.6168
H -2.8300 2.4279 -2.1019
H -4.8957 1.5024 -1.5757
H -4.7029 0.1554 -2.7007
H -4.9357 0.5976 0.6568
H -5.7005 -0.5699 -0.4181
H -3.2220 -1.4628 1.0167
H -4.6933 -1.3131 1.9829
H -4.6465 -2.4114 0.5908
H -0.2160 1.9453 0.1753
H -1.8420 2.1318 -0.4116
H 0.4411 5.1943 -0.7510
H -0.4362 4.3607 0.5517
H -1.3086 5.2205 -0.7448
H 0.0107 4.3640 -2.9217
C 1.5559 -5.2559 1.2832
C 0.6825 -6.0352 2.0319
C -0.6596 -6.1008 1.6913
C -1.1011 -5.3808 0.5962
C -0.2514 -4.5983 -0.1609
C 1.0867 -4.5384 0.1915
N -2.5238 -5.4545 0.2167
O -3.2571 -6.1310 0.9080
O -2.8781 -4.8342 -0.7667
H 2.6028 -5.2078 1.5526
H 1.0460 -6.5935 2.8835
H -1.3496 -6.7005 2.2654
H -0.6252 -4.0447 -1.0101
H 1.7634 -3.9309 -0.3911
C 5.5938 5.7017 3.6500
C 5.4941 5.8972 5.0214
C 4.5356 5.2157 5.7533
C 3.6916 4.3442 5.0895
C 3.7695 4.1378 3.7247
C 4.7318 4.8262 3.0033
N 2.6826 3.6044 5.8681
O 2.6224 3.8199 7.0609
O 1.9717 2.8205 5.2710
H 6.3470 6.2332 3.0835
H 6.1655 6.5801 5.5235
H 4.4464 5.3573 6.8197
H 3.0980 3.4529 3.2275
H 4.8083 4.6750 1.9354